*P*
An isolated molecule of C5H8S3. Source: OMol25; level of theory: the ωB97M-V functional and the def2-TZVPD basis.

Properties
LUMO: 0.4 eV
Structure (SMILES): SC[C@@]12CSC[C@H]1S2
HOMO: -8.88 eV

```
16
C5H8S3 the ωB97M-V functional and the def2-TZVPD basis
C -1.05 0.19 1.03
C -0.63 0.24 -0.41
C 0.15 1.56 -0.69
C 1.56 -0.78 -0.02
C 0.38 -0.69 -0.99
H -1.95 -2.07 1.02
H -0.37 0.79 1.66
H -2.03 0.64 1.12
H 0.29 1.82 -1.73
H -0.26 2.41 -0.15
H 1.31 -1.16 0.95
H 2.50 -1.19 -0.41
H 0.80 -0.35 -1.93
S -1.19 -1.43 1.91
S 1.79 1.13 0.07
S -1.32 -1.10 -1.43
```

Results of the Löwdin charge analysis, in e, for atoms 1 through 8:
1. C -0.556
2. C -0.786
3. C -0.403
4. C -0.346
5. C -0.647
6. H -0.178
7. H 0.067
8. H 0.072


*Q*
An isolated molecule of C5H8S3. Source: OMol25; level of theory: the ωB97M-V functional and the def2-TZVPD basis.

Properties
LUMO: -0.1 eV
HOMO: -8.53 eV

```
16
C5H8S3 the ωB97M-V functional and the def2-TZVPD basis
C 3.33 -0.81 0.36
C 1.12 0.89 -0.24
C -1.14 -0.17 -0.88
C -2.03 -0.27 0.47
C -3.11 0.64 0.67
H 2.19 -1.34 0.59
H 4.13 -0.82 1.37
H 3.88 -1.23 -0.71
H -1.50 0.78 -1.35
H -1.31 -1.02 -1.67
H -1.90 -1.22 0.93
H -3.47 1.50 0.08
H -3.94 0.34 1.46
S 2.95 1.01 0.13
S 0.34 2.26 -0.41
S 0.47 -0.55 -0.80
```

Results of the Löwdin charge analysis, in e, for atoms 1 through 8:
1. C -0.495
2. C -1.465
3. C -0.647
4. C -0.156
5. C -0.002
6. H 0.037
7. H 0.089
8. H 0.088


The most stable structure shown above is *P*; the least stable is *Q*.